No. 1
C26H30N4O4 as an isolated structure in a non-equilibrium geometry. Source: the OMol25 dataset; level of theory: the ωB97M-V functional and the def2-TZVPD basis.

Output
- maximum force (hartree/bohr) = 0.353
- 2S+1 = 1
- highest occupied orbital energy (eV) = -8.356
- ΔE to the lowest compared entry with this formula, charge and spin (eV) = 26.443
- orbital gap (eV) = 8.140
- electronic energy (eV) = -41575.9902
- charge = 0

Geometry as XYZ:
```
64
Properties=species:S:1:pos:R:3:forces:R:3
C -5.061 -3.523 -0.322 -3.754 -4.693 1.219
H -4.496 -4.482 -0.150 -0.770 0.955 0.061
C -5.209 -2.600 0.816 -8.786 -5.426 0.587
C -6.012 -1.404 0.484 -2.241 -4.998 0.509
C -6.163 -0.611 1.561 -3.368 6.919 12.314
H -6.988 0.247 1.551 1.707 -1.487 -0.979
C -4.962 0.151 2.227 1.955 -2.661 -10.566
C -4.574 1.303 0.853 -1.041 -0.939 4.015
O -5.299 2.307 0.727 1.234 -1.809 -0.560
N -3.461 1.000 0.160 -9.884 11.031 -3.081
C -2.640 0.127 0.256 6.624 -15.997 -3.381
H -2.134 0.024 1.081 3.421 0.192 4.608
C -1.618 -0.092 -1.080 -2.325 7.036 4.822
C -2.431 1.051 -1.897 -2.170 -8.816 -0.328
C -3.277 1.849 -1.147 -1.065 1.235 6.442
H -4.307 2.113 -1.322 -0.090 0.228 -1.197
C -2.484 3.013 -0.624 -3.646 6.363 1.234
O -1.432 3.361 -0.981 5.785 -1.103 -2.127
N -3.153 4.116 -0.001 -7.279 -5.772 0.456
H -2.896 4.937 0.472 1.413 0.574 0.338
H -4.224 3.714 0.293 3.597 1.952 -0.637
H -1.932 1.636 -2.444 4.556 3.866 -4.726
H -3.106 0.431 -2.470 -0.015 -0.231 -1.049
C -0.304 0.683 -0.473 2.000 -0.711 -9.409
C 0.622 -0.282 -1.481 -1.173 -1.488 4.603
N 0.022 -1.401 -1.714 1.085 -0.135 -1.889
O -1.384 -1.391 -1.560 1.242 2.725 0.937
C 2.109 -0.265 -1.312 -4.408 -7.546 -4.126
C 2.694 0.640 -0.688 6.711 4.808 1.868
C 4.198 0.667 -0.774 -3.361 0.895 -0.724
C 4.866 -0.255 -1.457 0.374 -3.952 -1.214
C 4.125 -1.492 -2.000 2.062 3.219 2.704
C 2.809 -1.469 -1.790 -2.490 -2.587 -2.077
H 2.202 -2.486 -2.197 1.349 3.319 1.380
H 4.668 -2.360 -2.299 0.212 -0.265 -0.465
H 5.971 -0.130 -1.451 -1.003 -0.395 -0.761
N 4.845 1.850 -0.539 1.895 2.576 3.660
C 6.060 2.004 0.451 -4.340 7.456 -7.029
O 6.513 3.135 0.372 0.031 -0.735 1.672
C 6.647 0.873 0.714 6.036 -9.182 3.475
C 8.200 0.529 0.507 -9.331 14.493 -5.771
C 8.666 -0.438 1.027 11.115 -7.544 -0.867
C 8.049 -1.525 1.553 2.227 -4.912 3.098
C 6.753 -1.474 1.850 -0.129 5.150 -3.366
C 6.003 -0.164 1.302 17.488 -3.329 -3.139
H 5.219 -0.171 1.605 -17.015 0.451 5.759
H 6.376 -2.192 2.453 -2.039 -1.980 1.421
H 8.815 -2.500 1.909 -2.641 2.970 -1.030
H 9.883 -0.528 0.461 -3.227 -0.335 2.475
H 8.491 1.445 -0.166 0.842 -2.284 1.478
H 4.341 2.767 -0.514 0.364 -1.437 -0.098
H 2.268 1.567 -0.442 -0.823 0.967 0.752
H 0.115 1.668 -1.204 -2.305 -2.053 3.109
H 0.003 0.639 0.526 0.328 -0.116 1.325
H -2.989 -1.094 0.246 -0.312 2.490 -0.060
H -4.028 -0.342 2.423 0.204 -0.997 -0.165
H -5.043 0.781 2.915 -2.029 5.157 5.975
H -6.608 -0.995 2.636 0.601 -0.653 -2.669
H -7.040 -1.501 0.161 0.339 -0.944 -1.304
H -5.387 -0.875 -0.003 3.640 3.821 -5.467
H -4.354 -2.572 1.260 5.224 1.373 2.916
H -5.944 -3.266 1.628 2.020 1.850 -1.657
H -5.996 -3.721 -0.991 0.941 -0.110 1.895
H -4.597 -3.029 -0.985 4.434 3.550 -5.190
```
Forces are in eV/Å.

No. 2
A 6-piece molecular cluster, H12O6 overall in a non-equilibrium geometry. Source: the OMol25 dataset; level of theory: the ωB97M-V functional and the def2-TZVPD basis.

Output
- maximum force (hartree/bohr) = 0.022
- 2S+1 = 1
- highest occupied orbital energy (eV) = -10.238
- ΔE to the lowest compared entry with this formula, charge and spin (eV) = 1.373
- orbital gap (eV) = 10.426
- electronic energy (eV) = -12479.7405
- charge = 0

Geometry as XYZ:
```
18
Properties=species:S:1:pos:R:3:forces:R:3
O -0.202 -0.609 -0.508 0.117 -0.400 0.460
H -0.662 0.230 -0.538 0.038 0.569 -0.043
H 0.492 -0.525 -1.162 0.180 0.194 -0.455
O -2.229 -2.284 -0.163 -0.982 -0.541 0.045
H -1.680 -2.937 0.272 0.088 -0.048 0.100
H -1.644 -1.543 -0.318 0.558 0.050 -0.139
O -1.407 1.805 -0.458 -0.171 0.222 -0.050
H -1.240 2.640 -0.021 0.258 0.217 0.171
H -2.098 2.000 -1.092 -0.281 -0.096 -0.232
O 2.030 -0.483 -2.021 -0.005 -0.126 -0.183
H 2.285 -1.303 -1.598 0.203 -0.328 0.076
H 2.837 -0.156 -2.417 0.137 0.258 -0.067
O -1.119 0.733 2.307 0.122 -0.108 0.332
H -1.427 1.588 2.608 -0.096 0.146 0.153
H -1.191 0.775 1.353 -0.057 -0.102 -0.198
O 2.544 0.357 1.094 0.363 0.157 -0.126
H 2.762 -0.004 1.954 0.002 -0.020 0.257
H 1.948 -0.285 0.709 -0.476 -0.043 -0.102
```
Forces are in eV/Å.

- Which of these has the lowest ΔE to the lowest compared entry with this formula, charge and spin?
  H12O6